Formula: C2Br2N2
Source: OMol25
Level of theory: ωB97M-V/def2-TZVPD

Positions of all 6 atoms, in Å:
C: -1.434 0.083 0.018
C: 0.957 0.119 -0.274
N: -2.122 -0.843 0.278
N: -0.648 1.056 -0.118
Br: 2.405 1.179 0.072
Br: 0.842 -1.593 0.024

Properties
**LUMO energy (alpha / beta)**: -2.59 / -2.59 eV
**Max |F|**: 6.8 eV/Å
**Energy relative to the best compared isomer or geometry (same formula, charge and spin)**: 323.1 kJ/mol
**Energy**: -5333.559312 Eh
**Spin multiplicity**: 1
**Gap between HOMO and LUMO (alpha / beta)**: 6.5 / 6.5 eV

Results of the Löwdin charge analysis, in e, for atoms 1 through 5: C -0.661; C -1.194; N 0.110; N 0.067; Br 0.763